56
Properties=species:S:1:pos:R:3:lowdin_charge:R:1 method="wB97M-V/def2-TZVPD" largest_force_ev_per_a=2.253 lumo_energy_ha=-0.10115 homo_lumo_gap_ev=2.85 total_charge=0 multiplicity=1 e_homo_ev=-5.6
C 0.25 -2.44 3.02 -0.04
C -1.99 1.27 2.97 -0.03
H -5.26 0.40 3.48 0.10
H 0.46 -4.58 2.85 0.11
C 0.87 -1.20 3.32 -0.13
Br -1.15 9.88 6.52 0.74
C 5.43 -0.02 7.13 -0.12
C 2.36 -3.61 3.22 -0.08
H -4.15 -1.65 4.38 0.11
C 1.29 6.52 6.65 -0.01
N 2.70 4.06 2.92 0.14
C 0.38 5.42 6.66 -0.22
H -1.68 -1.79 4.46 0.11
C 0.84 7.83 6.61 -0.12
H 5.62 -1.09 7.19 0.10
C 4.13 0.46 7.06 -0.03
C -1.47 7.04 6.57 -0.12
H -1.73 4.90 6.61 0.11
C -3.55 -0.82 3.98 -0.08
H -3.85 2.29 2.64 0.10
H 3.29 -0.24 7.09 0.12
C 0.97 -3.63 3.02 -0.07
C 0.11 0.06 3.39 -0.15
C 2.25 3.05 3.31 -0.20
H 2.36 6.32 6.66 0.10
C 2.51 2.32 6.84 -0.07
H 2.93 -4.53 3.20 0.10
C 3.00 -2.38 3.44 -0.07
C 4.97 2.74 6.98 -0.01
H -1.38 2.08 2.60 0.11
C 2.14 3.66 6.81 -0.10
H 7.11 2.95 7.03 0.10
C 6.27 2.26 7.04 -0.12
H -2.53 7.26 6.54 0.10
H 4.80 3.82 6.93 0.11
C 2.27 -1.20 3.47 -0.02
C -4.17 0.32 3.48 -0.08
C -0.54 8.10 6.57 -0.70
C 1.77 1.80 3.80 -0.17
N 0.69 1.25 3.34 0.11
H 2.80 -0.26 3.58 0.09
H 1.54 8.66 6.60 0.10
C 6.51 0.88 7.10 -0.70
H 4.08 -2.35 3.59 0.11
C 3.86 1.85 6.96 -0.23
C -1.01 5.72 6.61 -0.03
H 1.71 1.57 6.86 0.12
C -1.36 0.10 3.43 -0.16
H -0.82 -2.47 2.78 0.10
H 0.04 3.29 6.70 0.12
H 2.92 4.42 6.90 0.09
C 0.81 4.06 6.72 -0.04
C -2.16 -0.92 4.00 -0.05
H 2.36 1.36 4.63 0.08
C -3.38 1.38 2.99 -0.07
Br 8.28 0.23 7.14 0.74

***

9
Properties=species:S:1:pos:R:3:lowdin_charge:R:1 method="wB97M-V/def2-TZVPD" largest_force_ev_per_a=4.925 lumo_energy_ha=0.26578 homo_lumo_gap_ev=7.06 total_charge=-2 multiplicity=1 e_homo_ev=0.2 relative_energy_kj_mol=428.7
O 2.12 1.09 0.72 -0.47
C -1.07 -1.77 0.13 -0.09
H -2.07 -1.65 0.57 -0.16
C -0.33 0.17 0.52 -0.09
O 1.43 0.07 -1.53 -0.46
O 0.51 2.35 -0.83 -0.48
H -1.08 -1.76 -0.95 -0.14
P 1.09 1.02 -0.41 -0.06
F -0.60 0.49 1.79 -0.05

***

88
Properties=species:S:1:pos:R:3:lowdin_charge:R:1 method="wB97M-V/def2-TZVPD" largest_force_ev_per_a=17.918 lumo_energy_ha=0.00790 homo_lumo_gap_ev=7.14 total_charge=0 multiplicity=1 e_homo_ev=-6.9 relative_energy_kj_mol=2426.6
H 17.61 -8.03 24.66 0.09
C 13.69 -3.27 30.00 -0.08
C 11.45 -9.36 25.20 -0.02
H 15.02 -1.47 25.74 0.13
H 10.92 -6.14 24.27 0.10
H 12.63 -4.48 26.53 0.11
H 12.24 -5.24 24.89 0.08
H 16.16 -9.26 27.79 0.08
N 11.88 -9.79 26.45 -0.05
C 13.56 -4.09 26.93 -0.13
H 15.95 -8.81 24.97 0.08
H 10.79 -4.33 26.54 0.05
H 16.77 -3.12 29.15 0.16
H 18.35 -6.76 23.14 0.07
C 18.45 -7.71 30.07 -0.14
H 16.59 -6.87 30.57 0.15
C 18.82 -8.42 29.00 -0.08
H 15.86 -7.20 28.18 0.00
H 14.75 -9.48 26.82 0.01
C 17.51 -6.96 24.80 -0.17
N 17.20 -7.26 29.86 0.01
C 13.85 -6.75 25.42 -0.25
O 13.87 -6.39 24.21 -0.05
O 12.64 -7.54 23.25 -0.17
H 13.08 -6.11 21.70 0.09
H 12.77 -10.53 29.21 0.13
H 19.75 -8.96 28.88 0.10
C 11.83 -10.13 28.86 -0.09
H 13.30 -5.56 23.43 0.03
C 15.83 -9.55 26.79 -0.08
C 13.69 -9.88 25.15 -0.07
H 10.43 -9.06 25.01 0.13
H 10.87 -11.96 28.41 0.17
C 12.58 -9.52 24.35 -0.06
C 9.76 -10.21 28.01 -0.08
H 12.23 -7.71 27.91 0.06
H 15.88 -7.22 26.07 0.06
H 15.60 -1.78 27.42 0.10
C 11.32 -8.80 28.72 -0.14
N 10.85 -10.95 28.37 0.02
O 18.41 -6.27 23.96 -0.09
H 11.81 -7.88 29.00 0.11
H 12.82 -2.20 26.31 0.13
C 15.37 -4.68 29.29 -0.13
H 14.06 -6.20 28.30 0.06
H 13.72 -10.49 27.28 0.12
O 10.50 -4.77 25.74 -0.11
H 9.44 -8.07 27.80 0.13
H 12.63 -9.26 23.30 0.10
C 13.21 -10.13 26.40 -0.25
H 13.67 -4.48 27.94 0.07
H 16.51 -6.72 24.44 0.09
H 15.04 -7.66 28.35 0.07
O 14.70 -4.47 26.19 0.00
C 13.57 -2.60 26.99 -0.11
N 15.83 -3.41 29.36 0.05
C 15.01 -6.66 26.40 -0.04
H 16.15 -10.59 26.76 0.12
C 14.81 -2.50 29.73 -0.11
H 8.90 -10.74 27.61 0.13
H 17.84 -8.38 26.96 0.09
C 12.73 -6.17 22.74 -0.14
H 16.03 -5.50 29.08 0.10
C 15.59 -3.43 26.05 -0.39
C 13.11 -7.87 27.28 -0.12
C 16.83 -7.47 28.58 -0.20
H 18.89 -7.50 31.04 0.11
C 15.00 -2.16 26.59 -0.04
H 14.71 -10.12 24.91 0.11
H 13.36 -8.93 27.29 0.04
H 15.13 -5.57 26.33 -0.03
C 11.34 -5.78 25.21 -0.13
C 10.10 -8.86 28.12 -0.08
C 17.91 -8.07 28.00 -0.10
C 14.05 -4.64 29.70 -0.14
O 12.73 -7.36 25.99 -0.10
H 11.79 -5.62 22.67 0.07
H 11.28 -9.83 27.26 0.00
O 16.70 -3.62 25.61 0.16
C 14.37 -7.07 27.72 -0.12
H 13.46 -2.16 27.98 0.08
H 11.51 -6.63 25.86 0.06
H 15.00 -1.44 29.71 0.12
H 13.14 -7.43 24.06 -0.06
H 17.64 -6.81 25.87 0.08
H 12.72 -2.94 30.34 0.11
O 16.49 -8.69 25.76 -0.27
H 13.36 -5.47 29.74 0.11

***

107
Properties=species:S:1:pos:R:3:lowdin_charge:R:1 method="wB97M-V/def2-TZVPD" largest_force_ev_per_a=1.143 lumo_energy_ha="-0.12793 / -0.09787" homo_lumo_gap_ev="5.96 / 6.89" total_charge=+1 multiplicity=2 e_homo_ev="-9.4 / -9.5"
H 4.53 0.39 -4.53 0.11
C 1.41 -2.68 2.17 -0.39
C -0.34 -1.94 3.33 -0.38
H 1.70 1.10 2.65 0.05
H -0.42 -0.17 -3.36 0.08
C 0.31 -2.86 4.11 -0.03
P 2.27 -0.85 0.53 1.02
N 0.32 -1.83 2.12 -0.13
H 2.12 -3.25 0.20 0.06
H -0.48 -4.15 0.93 0.06
C -1.64 3.22 5.80 -0.07
H -3.88 1.57 3.11 0.11
H 1.85 3.90 -4.61 0.10
C -1.41 -0.96 3.67 -0.22
H -3.46 4.05 6.58 0.11
H 5.58 1.77 4.32 0.11
H -0.56 2.55 -5.96 0.09
C -2.66 -0.63 0.76 -0.14
C -2.75 -5.48 -1.08 -0.01
C 3.14 -0.56 -1.04 -0.34
C 5.49 0.38 2.70 -0.06
H -2.43 -1.30 3.46 0.10
C 0.09 1.78 -5.54 0.01
C 4.14 0.12 -3.55 -0.08
H -1.36 -0.72 4.73 0.10
H -2.09 -3.48 1.20 0.06
H 6.56 0.17 2.71 0.11
H 0.06 -2.62 -3.76 0.01
C -1.87 -4.48 -0.68 -0.28
C 4.24 1.02 -2.50 -0.08
H -0.27 0.81 -5.87 0.09
H 4.71 1.99 -2.64 0.11
C 4.95 1.28 3.60 -0.07
H 3.81 1.39 -0.43 0.10
H -4.21 0.58 -2.00 0.11
H -0.45 -3.89 -4.88 0.08
H -2.56 -1.56 1.30 0.08
H 3.40 -2.88 1.37 0.10
H 0.00 2.25 4.81 0.10
H -3.58 -7.41 -3.61 0.08
H 2.16 -4.05 3.69 0.11
C -1.55 -4.32 0.78 -0.05
C 2.40 -2.61 1.04 -0.23
H 1.38 4.79 -3.16 0.09
C -0.80 -3.18 -4.13 -0.08
H -1.01 3.68 6.56 0.11
O -0.06 0.95 -0.69 -0.16
H -1.49 -2.49 -4.63 0.09
C -0.45 4.83 -1.20 -0.02
C 3.31 0.01 1.75 -0.34
C -3.81 2.83 4.84 -0.07
N 0.40 2.71 -2.06 0.07
H -4.32 -7.39 -2.00 0.08
H -3.47 2.72 -0.98 0.11
H 0.28 6.38 1.72 0.11
C 4.68 -0.25 1.77 -0.08
H 2.62 -2.44 -1.95 0.07
N 0.40 2.97 -3.40 -0.05
C -2.22 0.57 1.32 -0.43
H 1.10 1.93 -5.94 0.09
C -2.39 -4.93 -3.37 -0.02
P -1.07 0.61 2.74 1.08
H -4.88 2.99 4.85 0.11
C 1.10 4.50 1.08 -0.06
H -2.16 2.71 1.10 0.12
H -1.07 4.93 -2.08 0.12
C -3.65 0.57 -1.07 -0.05
C 0.05 1.39 -1.86 -0.37
H -1.12 6.65 -0.30 0.11
C 1.01 4.17 -3.96 0.02
C 0.38 3.71 -1.06 -0.20
H 1.70 4.37 1.98 0.11
C -1.07 2.42 4.82 -0.10
C -1.50 -3.92 -3.02 -0.30
H 5.11 -0.95 1.05 0.12
C 3.56 -1.12 -3.34 -0.07
C 0.31 5.63 0.94 -0.07
H 3.49 -1.83 -4.16 0.11
C -1.87 1.82 3.85 -0.37
H -3.72 -1.56 -0.87 0.12
C 3.06 -1.46 -2.10 -0.11
C -3.23 1.78 -0.50 -0.06
C -3.04 -5.70 -2.42 -0.26
C -4.02 -6.77 -2.84 -0.05
C 1.15 3.55 0.08 0.00
C -3.25 2.03 3.86 -0.08
H -3.21 -6.10 -0.32 0.12
H 0.02 -3.16 5.11 0.11
H -4.91 -6.31 -3.28 0.08
C 3.73 0.69 -1.25 -0.09
H 3.16 2.23 4.30 0.10
C -1.29 -3.66 -1.66 -0.43
C 3.58 1.53 3.59 -0.07
C 2.77 0.90 2.66 -0.09
C -0.47 5.79 -0.20 -0.06
Se -0.17 -2.14 -1.21 0.92
H -1.84 -5.21 1.34 0.09
C -0.14 0.84 -3.15 0.07
H -2.57 -5.12 -4.42 0.13
Cr -0.05 -0.60 0.65 0.29
C 0.11 1.83 -4.06 -0.24
H 0.28 4.74 -4.54 0.10
C -2.50 1.78 0.67 -0.10
C -3.38 -0.62 -0.44 -0.06
C 1.42 -3.33 3.37 -0.03
H 1.78 2.67 0.18 0.10
C -3.01 3.43 5.81 -0.07